# C4H5NS

A cluster of 2 separate species, C4H5NS in total at a distorted geometry (ωB97M-V with the def2-TZVPD basis set, OMol25).

Results
Gap between HOMO and LUMO = 9.15 eV
Energy relative to the best compared isomer or geometry (same formula, charge and spin) = 431.8 kJ/mol
HOMO energy = -10.1 eV
Total charge = 0

```
11
Properties=species:S:1:pos:R:3:forces:R:3:lowdin_charge:R:1
C -1.644244 -1.163112 1.145434 3.43 2.29 -2.24 -0.16
C 1.177828 -0.464449 -0.271235 1.33 -4.05 1.46 -0.22
C 0.220585 0.098814 -1.214298 0.19 2.19 -0.33 -0.16
C -0.082514 0.120603 0.266073 -1.87 0.24 1.52 -0.59
N -2.478852 -1.674755 1.741352 -0.65 -0.42 0.42 -0.01
S -0.068079 1.584324 1.335216 0.09 -1.03 -0.76 0.76
H 1.339566 -1.595123 -0.192163 -0.68 1.65 -0.07 0.14
H 2.150811 0.013514 -0.122553 -0.58 0.21 0.15 0.11
H 0.732665 1.066440 -1.429088 -1.49 -0.33 -0.59 0.12
H -0.331736 -0.358920 -2.032991 0.13 -0.21 0.57 0.12
H -1.016029 2.372663 0.774253 0.10 -0.53 -0.13 -0.12
```
Forces are in eV/Å.

# C5H10NO2

The ion C5H10NO2 with charge +1 at a distorted geometry (ωB97M-V with the def2-TZVPD basis set, OMol25).

Results
Gap between HOMO and LUMO = 11.68 eV
Energy relative to the best compared isomer or geometry (same formula, charge and spin) = 36.8 kJ/mol
HOMO energy = -15.0 eV
SMILES = C=C([NH3+])CCC(=O)O
Total charge = +1

```
18
Properties=species:S:1:pos:R:3:forces:R:3:lowdin_charge:R:1
O -0.529970 1.711059 1.113219 0.05 0.44 0.63 0.07
C -0.953383 1.816477 -0.016826 0.32 -0.68 -0.29 -0.53
O -1.357208 2.928608 -0.562529 -0.50 0.64 -0.21 0.19
C -0.965571 0.618556 -0.943074 -0.19 0.75 0.82 -0.06
C 0.415110 -0.016096 -0.906908 0.30 -1.52 -0.42 -0.12
C 0.605153 -1.181229 0.029003 0.51 0.62 0.37 -0.27
C 1.273869 -2.298146 -0.166814 -0.24 0.00 0.57 0.13
N 0.276999 -0.794529 1.436099 0.03 -0.39 0.53 0.23
H -1.368406 3.664405 0.075731 0.12 -0.17 0.02 0.16
H -1.273494 0.921723 -1.929927 -0.01 -0.06 -0.33 0.13
H -1.724635 -0.048424 -0.522903 -0.01 -0.09 -0.29 0.14
H 1.242106 0.654279 -0.676737 -0.22 0.49 -0.09 0.15
H 0.636639 -0.440771 -1.875311 0.09 0.07 -0.42 0.13
H 1.520757 -2.930243 0.663313 -0.03 -0.31 0.35 0.08
H 1.645511 -2.647616 -1.102277 -0.04 0.15 -0.69 0.09
H 0.825787 -1.253470 2.166068 0.01 -0.41 -0.30 0.18
H -0.714123 -0.916576 1.673304 0.15 -0.01 -0.14 0.18
H 0.444864 0.211993 1.546573 -0.37 0.48 -0.11 0.13
```
Forces are in eV/Å.

# C33H67O25

A cluster of 9 separate species, C33H67O25 in total at a distorted geometry (ωB97M-V with the def2-TZVPD basis set, OMol25).

Results
Gap between HOMO and LUMO (alpha / beta) = 10.24 / 8.72 eV
Spin multiplicity = 2
Energy relative to the best compared isomer or geometry (same formula, charge and spin) = 0.0 kJ/mol
HOMO energy (alpha / beta) = -9.7 / -9.7 eV
⟨S²⟩ = 0.75
Total charge = 0

```
125
Properties=species:S:1:pos:R:3:forces:R:3:lowdin_charge:R:1
C 0.800504 -0.040308 0.491140 0.45 -0.24 -0.31 -0.17
O 1.451194 -0.692728 -0.589790 -1.16 0.92 1.73 0.00
H 0.237384 -0.647598 1.199790 -0.03 -0.87 -0.26 0.04
H 1.438484 0.576712 1.123890 0.73 0.11 -0.34 0.05
H 0.046544 0.677932 0.169000 -0.04 0.15 -0.89 0.08
C -4.039796 -3.233288 -5.305600 0.35 0.14 0.50 -0.07
C -3.738866 -1.736988 -5.247140 -0.04 0.05 0.31 -0.22
O -2.354566 -1.334448 -5.109700 1.20 -0.40 0.85 0.00
C -1.614246 -1.437998 -3.943450 0.91 1.86 -0.68 -0.52
O -0.456806 -1.019698 -3.831780 -3.13 -1.50 -0.61 0.12
O -2.387556 -1.888568 -2.956460 0.16 0.06 0.34 -0.02
C -1.736866 -1.953098 -1.667230 -0.28 -0.49 -0.20 0.00
H -3.891896 -3.785158 -4.377340 0.38 0.44 0.32 0.07
H -3.419186 -3.748328 -6.038870 -0.43 0.08 -0.35 0.08
H -5.117676 -3.324288 -5.439740 0.04 -0.13 -0.71 0.08
H -4.380986 -1.271748 -4.499250 0.32 0.06 0.39 0.12
H -4.015256 -1.237178 -6.175520 0.07 -0.30 -0.16 0.12
H -2.458206 -2.455968 -1.023100 0.16 -0.17 -0.04 0.08
H -1.540516 -0.967878 -1.244270 0.21 0.04 -0.40 0.08
H -0.826816 -2.536338 -1.807760 0.05 0.22 0.44 0.10
C 3.557094 2.640942 2.348530 -0.35 -0.49 0.07 -0.04
C 3.888924 3.340072 1.061830 1.44 2.25 0.24 -0.25
O 3.600424 2.516422 -0.019940 -0.46 -1.39 -1.81 0.02
C 4.044364 2.665532 -1.289680 -0.34 -1.24 -2.61 -0.48
O 3.735554 1.900802 -2.224860 1.33 3.11 3.59 0.11
O 4.863524 3.793572 -1.396440 -1.47 -1.09 0.11 -0.05
C 5.455044 4.050302 -2.659050 1.36 0.08 -0.66 -0.07
H 4.166664 1.759992 2.549600 0.22 0.08 -0.30 0.06
H 2.528584 2.292302 2.255100 -0.13 0.05 0.29 0.06
H 3.632964 3.264022 3.239660 -0.07 0.29 -0.27 0.09
H 4.896304 3.747762 0.977710 0.64 -0.82 0.31 0.12
H 3.406344 4.312302 0.961920 -1.08 -0.14 0.08 0.13
H 5.848164 5.066932 -2.663440 -0.25 0.09 0.45 0.09
H 4.891274 3.954232 -3.586970 -0.80 -0.36 0.58 0.10
H 6.333794 3.415452 -2.772450 -0.02 -0.24 -0.03 0.08
C -0.360396 2.925202 -6.631410 0.67 -1.28 -0.16 -0.07
C -0.717696 1.842922 -5.585410 0.96 0.90 -1.11 -0.21
O -0.949756 2.474252 -4.324630 -0.02 -0.02 0.84 0.01
C 0.030564 2.530892 -3.373310 2.07 -1.93 -1.26 -0.57
O 1.028014 1.824282 -3.278670 -1.98 1.04 -0.45 0.12
O -0.252926 3.529582 -2.584520 -0.67 1.62 0.82 0.01
C 0.523584 3.806332 -1.402050 -0.56 -0.31 0.02 0.00
H -1.116226 3.678732 -6.852790 0.21 0.12 0.49 0.07
H -0.167276 2.396502 -7.564830 -0.36 -0.23 -0.28 0.07
H 0.654174 3.265352 -6.423880 -0.29 0.86 0.35 0.08
H 0.134284 1.164562 -5.539930 -0.21 -0.17 0.34 0.12
H -1.587246 1.308152 -5.967520 -0.22 -0.05 0.84 0.11
H 0.895004 2.864022 -0.999330 0.11 0.20 0.13 0.08
H -0.178776 4.322252 -0.747370 -0.12 -0.43 0.18 0.09
H 1.323684 4.536102 -1.526090 0.23 -0.32 -0.74 0.10
C -2.994996 -2.614858 4.537690 0.22 -0.90 0.09 -0.05
C -2.739576 -1.622708 3.425700 0.75 -0.42 0.06 -0.20
O -3.797296 -1.517048 2.483680 -1.80 0.81 -0.23 0.03
C -4.121086 -2.436948 1.577610 1.75 -0.74 -0.55 -0.52
O -3.476476 -3.463478 1.355490 -1.50 1.60 0.31 0.10
O -5.175766 -1.962968 0.853560 1.69 0.09 3.08 0.00
C -5.602706 -2.721398 -0.198000 -1.14 -0.41 -2.70 -0.09
H -2.985446 -3.624148 4.126180 -0.07 -0.09 0.04 0.08
H -3.903446 -2.516418 5.131940 -0.28 0.47 -0.48 0.08
H -2.210326 -2.581048 5.293500 0.34 0.16 -0.21 0.08
H -1.860576 -1.868968 2.830040 0.21 -0.37 0.35 0.09
H -2.526066 -0.641538 3.849760 -0.59 0.23 -0.36 0.11
H -5.143596 -2.311428 -1.097580 0.29 -0.30 -0.28 0.09
H -6.660586 -2.501688 -0.341960 -0.11 -0.17 0.27 0.10
H -5.462586 -3.802278 -0.185060 0.29 0.15 0.57 0.11
C 4.465374 -2.383498 2.686250 -0.10 1.44 0.10 -0.05
C 4.505414 -1.161018 1.707100 -0.44 -1.48 0.51 -0.19
O 5.842574 -1.013548 1.167730 -0.42 0.43 -0.91 0.03
C 5.964454 -0.496038 -0.091330 -1.84 0.56 -1.63 -0.50
O 5.057464 -0.332168 -0.919290 2.46 -0.46 2.40 0.12
O 7.260924 -0.170498 -0.285890 -0.80 -1.96 2.60 -0.02
C 7.646194 0.636442 -1.324980 0.06 0.74 -1.19 -0.07
H 4.827394 -3.317828 2.257220 0.04 0.23 -0.05 0.08
H 3.434224 -2.503898 3.018400 -0.24 -0.19 -0.38 0.04
H 4.956374 -2.145168 3.629770 0.58 -0.16 -0.17 0.07
H 4.189174 -0.242468 2.201430 0.44 0.02 0.19 0.09
H 3.707854 -1.346118 0.987560 0.61 0.08 -0.79 0.11
H 7.430234 0.161142 -2.281820 -0.25 0.35 -0.14 0.11
H 8.726104 0.764592 -1.251040 -0.09 0.01 0.13 0.10
H 7.146884 1.593862 -1.176210 0.05 0.20 -0.63 0.09
C 1.318304 -0.697718 4.014930 -0.14 1.46 0.66 -0.03
C 0.687884 0.477332 4.919130 0.77 -1.91 -1.23 -0.11
O -0.532856 0.993172 4.331940 0.74 -3.28 1.48 0.05
C -0.599516 2.138982 3.790940 1.10 5.08 -0.06 -0.61
O 0.256254 3.044662 3.830060 -1.57 -2.12 -0.50 0.08
O -1.842796 2.292682 3.318970 -0.09 -0.26 -0.13 -0.01
C -2.210356 3.578032 2.799160 -0.04 -0.07 -0.08 -0.02
H 0.656444 -1.442208 3.572460 -0.62 0.23 0.56 0.04
H 1.982334 -1.213938 4.708240 0.25 -0.09 -0.25 0.08
H 1.870144 -0.330848 3.149490 0.26 0.30 0.27 0.04
H 1.425614 1.239132 5.171170 -0.22 0.28 -0.64 0.12
H 0.493614 -0.024948 5.866790 -0.91 0.31 -0.06 0.11
H -2.056876 4.351642 3.551540 0.38 0.01 -0.24 0.11
H -3.280006 3.541202 2.592800 0.05 -0.28 0.14 0.09
H -1.693596 3.724472 1.850680 0.14 0.43 0.29 0.10
C 0.150374 -3.575908 1.824810 -0.43 -0.16 0.45 -0.05
C -0.459446 -4.902118 1.325840 -1.48 2.01 -0.51 -0.26
O 0.567384 -5.780468 1.437380 1.73 -3.92 -0.05 0.01
C 0.400274 -7.159018 1.397610 -2.88 0.76 0.97 -0.48
O -0.684456 -7.775208 1.327430 3.56 1.85 -0.06 0.10
O 1.620244 -7.626138 1.637380 -0.34 0.88 -0.94 0.01
C 1.731664 -8.931828 2.076070 0.57 -1.76 0.89 -0.07
H -0.456976 -2.719628 1.531560 0.07 -0.07 0.01 0.04
H 1.197934 -3.400148 1.580200 -0.12 -0.25 -0.89 0.08
H 0.229524 -3.624088 2.910870 -0.50 0.04 0.25 0.07
H -0.832166 -4.858068 0.302490 0.26 0.28 -0.33 0.12
H -1.361316 -5.171608 1.875480 0.18 -0.13 0.48 0.12
H 2.790214 -9.187618 2.122350 0.04 0.25 -0.28 0.10
H 1.244674 -9.682968 1.454190 -0.27 0.28 -0.04 0.10
H 1.394554 -8.996178 3.110630 -0.40 -0.15 -0.04 0.10
C -3.496726 6.617142 -1.425620 -1.16 0.54 -0.26 -0.07
C -4.292726 5.569892 -0.684990 -0.11 -0.13 0.96 -0.20
O -3.438806 4.434892 -0.315210 -0.30 -0.39 -0.32 0.02
C -3.983696 3.300882 0.169240 -1.49 -0.20 -0.69 -0.54
O -5.168736 3.164722 0.476480 2.67 -0.10 -0.33 0.11
O -2.994976 2.340362 0.149330 -0.97 3.74 -1.43 -0.03
C -3.269786 1.077962 0.566810 0.40 -2.39 1.30 -0.08
H -4.286736 7.139192 -1.965480 -0.09 0.34 -0.15 0.07
H -2.888556 6.240012 -2.247820 0.49 -0.12 0.56 0.09
H -3.096396 7.403262 -0.785430 0.76 -0.47 -0.09 0.08
H -5.188126 5.383292 -1.277890 0.34 -1.33 -0.16 0.12
H -4.729946 5.946062 0.239910 0.28 0.23 0.15 0.12
H -2.419116 0.473662 0.251710 0.26 0.06 0.09 0.08
H -4.110986 0.534792 0.136160 -0.54 0.70 0.15 0.11
H -3.244816 1.103492 1.656220 -0.57 -0.61 0.06 0.09
```
Forces are in eV/Å.

no.,calculated total energy (eV)
1,-16549.5895
2,-10925.6700
3,-86489.4441